# 1
C5H7NO | ωB97M-V/def2-TZVPD

Results
- Highest occupied orbital energy: -0.334 Ha
- F_max: 0.0521 Eh/bohr
- Electronic energy: -8831.9009 eV
- Total charge: 0

```
14
C5H7NO ωB97M-V/def2-TZVPD
O 2.7392 0.1851 -0.3476
C 1.6508 0.5681 -0.7120
C 0.3642 0.0345 -0.1856
C -0.8723 -0.5221 -0.9048
N -1.3153 -0.4175 0.6291
C -0.6711 0.9207 0.5527
C 0.0794 -0.9763 0.9153
H 1.5312 1.4130 -1.4275
H -1.3720 0.1343 -1.6482
H -1.1944 -1.5327 -0.8745
H -1.2518 1.6426 -0.0348
H -0.3783 1.3313 1.5166
H 0.4486 -0.7440 1.9217
H 0.2093 -2.0398 0.6778
```

=====

# 2
C5H7NO | ωB97M-V/def2-TZVPD

Results
- Highest occupied orbital energy: -0.314 Ha
- F_max: 0.0100 Eh/bohr
- Electronic energy: -8833.3906 eV
- Total charge: 0

```
14
C5H7NO ωB97M-V/def2-TZVPD
C -0.4723 -1.9126 -0.4549
C -0.3735 0.6463 1.5361
C 0.0639 1.2286 0.2260
N -0.3045 2.5247 -0.0393
C 0.7275 0.3059 -0.4970
C 0.5670 -1.0042 0.1978
O -0.0216 -0.6127 1.4787
H -1.3778 -1.3178 -0.6188
H -0.1383 -2.3062 -1.4196
H -0.7151 -2.7468 0.2093
H 0.2410 3.0717 -0.6860
H -0.6449 3.0250 0.7688
H 1.2201 0.4133 -1.4584
H 1.5014 -1.5302 0.4316
```

=====

# 3
C5H7NO | ωB97M-V/def2-TZVPD

Results
- Highest occupied orbital energy: -0.349 Ha
- F_max: 0.0130 Eh/bohr
- SMILES: O=C[C@H]1[C@H]2CCN21
- Electronic energy: -8833.4249 eV
- Total charge: 0

```
14
C5H7NO ωB97M-V/def2-TZVPD
O -1.0284 1.0649 1.5198
C -0.7924 -0.1152 1.6759
C 0.0613 -0.9572 0.8046
C -0.1377 -0.8603 -0.6649
C -0.3099 0.5534 -1.2079
C 1.0004 0.8862 -0.4630
N 1.1796 -0.5467 -0.0583
H -1.2970 -0.6881 2.4814
H 0.2472 -1.9520 1.2118
H -0.3389 -1.7487 -1.2582
H -1.2191 1.1316 -1.0055
H -0.1408 0.4904 -2.2824
H 0.9544 1.5837 0.3756
H 1.8213 1.1582 -1.1289
```

=====

> Among the records above, which one has the lowest F_max?

number 2